107
Properties=species:S:1:pos:R:3:forces:R:3 method="wB97M-V/def2-TZVPD" energy_ha=-9052.0845 molar_mass_da=1248.346 s2=0.754 multiplicity=2 homo_lumo_gap_ev="6.145 / 6.145"
C 3.79762 -0.26075 2.31942 0.6221 0.2101 -0.8848
C 3.04837 -0.42413 0.88237 2.6455 0.5192 1.2966
C 4.19608 -0.94266 -0.12344 -0.7607 0.7646 -0.4252
C 2.63283 1.04954 0.41185 0.3369 0.5304 0.7233
C 1.12845 1.47518 0.75685 -0.0906 -1.1332 -1.9413
S 0.85736 1.86774 2.57339 -0.0482 -0.0988 -0.1082
C 0.69716 2.83978 -0.02012 0.5819 1.1751 1.9876
C 1.91344 3.69421 -0.55896 -0.2221 0.3486 -3.7133
O 2.03124 3.80657 -1.80593 -0.7797 -0.1227 4.1823
Br 3.22872 4.63546 0.57065 -0.4053 -1.4503 -0.3946
C 0.15595 0.32652 0.19629 -0.7375 0.0215 0.7558
C 0.76421 -1.15493 0.18521 -2.5036 -1.6549 -0.8030
C -0.42451 -2.11239 0.75793 0.1517 0.4359 -0.4173
C 0.99848 -1.66974 -1.33137 0.2085 -0.7202 0.0653
N 1.92371 -1.37789 1.08792 -0.7735 1.9266 0.5545
O 1.58483 -1.53154 2.34085 0.2868 -0.2050 -1.3023
H 3.19123 0.33217 3.06992 0.6957 -0.9898 -0.8951
H 4.12871 -1.27946 2.72503 -0.5989 1.5856 -0.5067
H 4.73899 0.35688 2.08278 -1.3379 -0.9789 0.5149
H 3.86432 -0.73528 -1.20157 0.5901 -0.5268 1.4396
H 4.42848 -2.04730 -0.00431 -0.1920 1.4845 -0.0209
H 5.10681 -0.26961 0.06839 -1.2083 -1.2718 -0.3143
H 3.31527 1.77277 0.99286 -0.9148 -1.1341 -0.9667
H 2.91523 1.15833 -0.68612 -0.8646 -0.0466 1.1565
H 0.81797 0.68502 3.29187 0.1967 0.4099 -1.2015
H 0.01937 2.64914 -0.90057 0.9232 -0.6524 0.8023
H 0.09867 3.48960 0.72150 0.9786 -0.7933 -1.0256
H -0.25787 0.53743 -0.85509 0.8855 -0.1466 1.5280
H -0.77146 0.31611 0.87602 1.3378 0.0645 -1.0113
H -0.00923 -3.14812 0.99868 -0.6203 1.4243 -0.4445
H -0.91172 -1.67180 1.68726 0.7564 -0.6407 -1.1612
H -1.20208 -2.16171 -0.07506 0.9052 -0.0611 1.1831
H 0.57924 -0.96847 -2.11902 0.5792 -0.7080 1.1152
H 0.43558 -2.66437 -1.46657 0.9302 1.5003 0.2354
H 2.08322 -1.89247 -1.57689 -1.2966 0.4294 0.3490
F 1.01499 6.08833 0.12722 -1.6422 -2.5897 -0.9746
K 1.35542 8.07517 0.42517 0.5217 2.5282 0.3817
Li -0.44900 4.18747 -1.79310 0.5501 0.2942 0.1220
B -5.48663 -0.41124 0.84857 -0.7998 -1.4405 0.4764
O -5.21683 1.03686 0.89947 0.2300 0.0575 -0.1429
C -4.22915 1.28615 0.04190 -0.5614 2.4521 1.0324
O -3.76178 2.37916 -0.16209 0.0168 -0.2816 -0.0049
C -3.81134 0.03417 -0.60162 0.9197 -2.6528 -1.4033
O -2.94009 -0.08275 -1.42722 -0.2465 0.4223 0.4036
O -4.54570 -0.97091 -0.13327 0.0948 0.7887 0.1102
F -6.83592 -0.64452 0.43036 0.8506 0.3168 0.6743
F -5.26172 -1.00263 2.14339 -0.5124 0.7579 -0.8447
C -8.18991 -1.04425 3.13907 -0.2976 -4.4173 -1.7633
C -9.47043 -0.96529 2.31814 -0.0635 -0.3602 -0.0760
N -10.39181 -2.06501 2.56030 -0.1224 -0.0706 0.0503
C -11.47074 -2.14189 1.57747 0.0896 -0.0332 -0.3587
C -12.46588 -0.98368 1.52697 -0.2690 0.0042 -0.0162
C -10.79342 -2.27206 3.94764 0.3018 -0.0455 0.1536
C -11.46781 -1.10863 4.67537 -0.1651 -0.0571 0.2522
H -7.68060 -1.99797 2.98720 -0.2182 -0.0755 -0.0652
H -7.50724 -0.24637 2.83490 -0.3717 -6.3218 -3.0351
H -8.38103 -0.91544 4.20779 -0.1675 -1.1180 -0.1844
H -9.17265 -0.98165 1.26524 -0.0918 -0.0463 0.0951
H -9.94849 0.01062 2.49327 -0.1399 0.2906 -0.0366
H -12.02304 -3.07635 1.72053 0.1519 0.0535 0.1897
H -11.01483 -2.23784 0.58564 0.1377 0.0388 0.1367
H -13.16415 -1.01427 2.36437 0.0566 0.0928 -0.0200
H -13.06533 -1.05536 0.61443 0.0828 0.0052 0.0707
H -11.97396 -0.00866 1.51457 -0.0104 -0.0369 0.0063
H -9.90564 -2.56174 4.52173 0.0344 0.0336 -0.1175
H -11.44596 -3.14902 4.00850 0.0539 0.0980 -0.2469
H -10.96262 -0.15432 4.50283 -0.0329 0.0216 -0.0505
H -11.45009 -1.29239 5.75381 0.0058 0.0107 -0.0713
H -12.51394 -1.00367 4.39036 0.0880 0.1515 -0.0338
N 6.78526 0.85602 3.96942 0.5481 0.3523 0.1230
C 7.19013 1.88427 3.20886 -0.2799 -0.4483 0.2445
C 8.35763 2.59634 3.43182 0.0518 -0.0232 0.0949
C 9.15466 2.22938 4.50587 0.0810 0.0455 0.0297
C 8.75867 1.17077 5.30984 0.0290 0.1057 -0.0877
C 7.57495 0.52042 5.00042 -0.4145 0.0018 -0.3593
H 6.53184 2.13554 2.38304 0.0510 0.0427 -0.0176
H 8.63620 3.41684 2.78254 -0.0284 -0.0482 0.0087
H 10.07550 2.76282 4.71423 -0.0509 -0.0347 -0.0170
H 9.35580 0.85730 6.15685 -0.0429 -0.0107 -0.0395
H 7.22489 -0.31565 5.59719 0.0573 0.0302 0.0156
Cs -7.67901 1.13795 3.82502 1.2195 11.5120 4.7794
C -0.36075 7.86140 -4.34966 -0.1800 0.2322 -0.6913
Cl -1.75626 7.52463 -5.39178 0.2876 0.0534 0.2791
Cl 1.09092 8.06162 -5.34652 -0.3308 -0.1167 0.3380
Cl -0.65593 9.34733 -3.42338 0.0513 -0.2687 -0.0356
Cl -0.11961 6.50271 -3.22332 0.2944 0.1360 0.1776
C 6.83933 -5.43475 -3.30877 0.0437 -0.3821 -0.1798
O 6.42820 -4.14926 -2.84950 0.0716 0.2588 0.0583
C 7.14575 -3.13162 -3.35390 -0.0720 0.1215 -0.1789
O 8.06464 -3.22880 -4.12542 -0.2183 -0.0160 0.3905
O 6.65881 -1.98863 -2.84674 0.0049 -0.3676 0.1096
C 7.33006 -0.81435 -3.30146 0.2063 0.4029 -0.3088
H 6.19366 -6.17759 -2.83931 -0.0696 0.2824 0.0788
H 6.72451 -5.51145 -4.39193 0.1532 0.0860 0.0898
H 7.87141 -5.63747 -3.01425 -0.0408 0.0951 -0.1601
H 7.23320 -0.71096 -4.38418 0.0690 -0.0823 0.0985
H 8.38200 -0.83310 -3.00668 -0.0612 -0.1057 -0.1141
H 6.85479 0.04620 -2.82913 -0.1534 -0.2622 0.0728
N 5.04389 -1.42589 -8.53374 0.2800 -0.2301 0.3691
S 4.68029 -0.75934 -7.15603 -1.4669 1.9721 2.3144
O 5.77015 -0.21624 -6.37708 -0.2436 -0.7622 -0.6815
O 3.58370 -1.32980 -6.40849 0.8850 -0.2386 -0.7168
F 4.00098 0.58676 -7.69364 0.1863 -0.2771 -0.6805
S 5.81890 -2.78206 -8.34431 1.7600 -2.9243 -0.6527
O 6.45145 -3.25545 -9.55524 -1.0764 1.0762 0.4174
O 5.19594 -3.81003 -7.54378 -0.1605 1.1836 -0.2943
F 7.08616 -2.37578 -7.46787 -0.1723 0.2419 0.0652